1.
{
  "formula": "C6H12O",
  "method": "ωB97M-V with the def2-TZVPD basis set",
  "e_homo_ev": -9.3182,
  "lumo_ev": 1.1,
  "de_lowest_kj_mol": 152.44,
  "max_force_ev_per_a": 0.38,
  "gap_ev": 10.413,
  "elements": ["C", "O", "C", "C", "C", "C", "C", "H", "H", "H", "H", "H", "H", "H", "H", "H", "H", "H", "H"],
  "positions_angstrom": [[2.36571, -0.60229, -0.33810], [1.18339, -0.87560, 0.35905], [0.35359, 0.18180, 0.75409], [0.17769, 1.44823, -0.11504], [-1.35992, 1.21762, -0.01248], [-1.15252, -0.18897, 0.60593], [-1.44010, -1.39280, -0.29444], [3.14004, -0.14261, 0.29281], [2.20089, 0.03840, -1.21559], [2.72369, -1.57432, -0.68633], [0.57241, 0.48721, 1.78862], [0.58811, 2.37271, 0.31726], [0.55684, 1.37291, -1.13989], [-1.87426, 1.22525, -0.97589], [-1.85313, 1.91359, 0.66975], [-1.65180, -0.34442, 1.57108], [-2.50843, -1.64666, -0.31504], [-1.12476, -1.21604, -1.32896], [-0.89743, -2.27401, 0.06316]],
  "lowdin_charge": [-0.10, -0.16, -0.32, -0.11, -0.13, -0.29, -0.07, 0.09, 0.08, 0.09, 0.15, 0.11, 0.10, 0.10, 0.10, 0.13, 0.08, 0.08, 0.08]
}


2.
{
  "formula": "C3H5CsMgO3",
  "method": "ωB97M-V with the def2-TZVPD basis set",
  "e_homo_ev": [-21.8308, -21.8531],
  "lumo_ev": [-14.1, -14.2],
  "spin_multiplicity": 2,
  "de_lowest_kj_mol": 12.40,
  "s_squared": 0.755,
  "max_force_ev_per_a": 4.48,
  "gap_ev": [7.694, 7.690],
  "charge": 3,
  "elements": ["H", "O", "C", "C", "O", "C", "O", "Mg", "Cs", "H", "H", "H", "H"],
  "positions_angstrom": [[-2.07987, 2.52205, 0.12738], [1.41112, 0.20642, -0.35562], [0.85661, -0.84440, 0.39792], [-0.64627, -0.90060, 0.30092], [-1.21675, 0.18530, 1.15609], [-1.71122, 1.21327, 0.68981], [-1.93263, 1.51685, -0.50537], [2.30326, 1.67400, 0.40915], [2.73960, -0.38415, -3.73869], [1.14262, -0.79104, 1.46033], [1.20989, -1.82676, 0.03710], [-1.04620, -1.82069, 0.73658], [-1.03015, -0.75026, -0.71561]],
  "lowdin_charge": [0.34, -0.42, -0.30, -0.01, 0.13, -0.13, 0.26, 1.51, 1.00, 0.14, 0.16, 0.17, 0.15]
}